ORCA calculation (ωB97M-V/def2-TZVPD) on an isolated ion of composition C2H7N3S2 and charge +2.

Each line ends with the natural charge from an NBO analysis.
Atoms and positions in Å:
C (-1.0213, 1.1421, -0.0092)  0.42
C (1.0485, -0.1403, 0.4024)  0.44
N (-0.0936, 0.1903, -0.3333)  -0.59
N (-2.2087, 1.0802, -0.3734)  -0.57
N (1.8657, 0.6743, 0.9687)  -0.65
S (0.1401, -2.9647, -0.6169)  -0.05
S (1.5096, -1.9934, 0.5891)  0.26
H (-0.8187, 2.1004, 0.4137)  0.26
H (-0.3704, -0.5414, -0.8958)  0.44
H (-2.8515, 1.7932, -0.2980)  0.46
H (-2.5234, 0.3585, -1.0246)  0.44
H (1.6228, 1.6581, 0.7925)  0.44
H (2.6401, 0.4041, 1.5341)  0.48
H (1.0608, -3.7613, -1.1493)  0.21

Its HOMO-LUMO gap is 7.93 eV. The LUMO energy comes out at -9.403 eV. As for the charge: +2. Its SMILES is [NH2+]=CNC(=[NH2+])SS. Its multiplicity is 1. The value obtained for the HOMO energy is -17.3 eV.

=====

ORCA calculation (ωB97M-V/def2-TZVPD) on an isolated ion of composition C2H7N4 and charge +1.

Each line ends with the natural charge from an NBO analysis.
Atoms and positions in Å:
C (-0.6937, 0.3098, 0.0057)  0.50
C (0.1149, -1.0067, -0.0235)  -0.37
N (-0.0084, 1.3746, -0.0352)  -0.30
N (1.4500, -0.7113, -0.2378)  -0.39
N (-1.9879, 0.2827, -0.1220)  -0.75
N (1.2781, 1.3528, -0.0212)  -0.33
H (-0.0189, -1.6244, 0.9057)  0.27
H (-0.3463, -1.4222, -1.0117)  0.25
H (1.9474, -0.7303, 0.6100)  0.35
H (-2.3716, -0.6567, -0.3324)  0.44
H (-2.4018, 1.2322, 0.0338)  0.46
H (1.9779, 1.5662, -0.7984)  0.45
H (1.6987, 1.6655, 0.8675)  0.41

Its HOMO-LUMO gap is 9.14 eV. The LUMO energy comes out at -5.716 eV. As for the charge: +1. Its multiplicity is 1. The value obtained for the HOMO energy is -14.9 eV.

=====

ORCA calculation (ωB97M-V/def2-TZVPD) on a 2-piece molecular cluster, C2H7N4O overall.

Each line ends with the natural charge from an NBO analysis.
Atoms and positions in Å:
C (0.9591, 0.9080, -0.2331)  0.42
C (-1.5535, -2.1995, 0.2675)  0.05
N (-2.1318, -0.0711, -0.4986)  0.27
N (1.1610, 0.3032, 0.9222)  -0.70
N (-1.5484, -0.9847, 0.0852)  -0.24
N (1.6336, 1.7792, -0.9148)  -0.68
O (-1.9237, 1.1072, -0.1487)  -0.44
H (-2.1361, -2.6295, 1.0578)  0.20
H (0.0565, 0.6383, -0.5591)  0.21
H (-0.8175, -2.8826, -0.1093)  0.19
H (0.4431, -0.3270, 1.1572)  0.42
H (2.0277, 0.0967, 1.4415)  0.44
H (2.5495, 2.0238, -0.7302)  0.42
H (1.2805, 2.2382, -1.7376)  0.45

Its HOMO-LUMO gap (alpha / beta) is 9.00 / 9.00 eV. The LUMO energy (alpha / beta) comes out at -4.293 / -4.293 eV. As for the charge: +1. Its multiplicity is 1. The value obtained for the HOMO energy (alpha / beta) is -13.3 / -13.3 eV.

=====

ORCA calculation (ωB97M-V/def2-TZVPD) on an isolated ion of composition C2H7N4S and charge +1.

Each line ends with the natural charge from an NBO analysis.
Atoms and positions in Å:
C (-1.4606, -0.3942, 0.3215)  0.28
C (1.8017, 1.7950, -0.6873)  -0.44
N (-1.9492, -2.7325, 0.5502)  -0.62
N (-1.7602, -1.5273, 0.1790)  -0.15
N (0.4605, 0.3256, 0.6027)  -0.29
N (1.0992, 0.5040, -0.4901)  -0.28
S (-1.4263, 1.2789, 0.2717)  0.15
H (2.0478, 2.1555, 0.3595)  0.22
H (2.6406, 1.5492, -1.3747)  0.26
H (1.0848, 2.4908, -1.1518)  0.23
H (-2.9246, -3.0776, 0.9104)  0.44
H (0.7735, 1.1040, 1.2506)  0.40
H (0.7913, -0.0676, -1.2302)  0.40
H (-1.1786, -3.4040, 0.4886)  0.42

Its HOMO-LUMO gap (alpha / beta) is 8.35 / 8.35 eV. The LUMO energy (alpha / beta) comes out at -4.664 / -4.664 eV. As for the charge: +1. Its multiplicity is 1. The value obtained for the HOMO energy (alpha / beta) is -13.0 / -13.0 eV.

=====

ORCA calculation (ωB97M-V/def2-TZVPD) on one molecule with the formula C2H7N5.

Each line ends with the Löwdin spin population.
Atoms and positions in Å:
C (0.4557, -0.5344, -1.4972)  0.08
C (1.0248, -0.4652, 0.9460)  0.02
N (-0.9783, -0.5625, -1.9019)  0.62
N (-1.6702, 0.0260, -1.0403)  0.49
N (0.4991, 0.1064, -0.2120)  0.16
N (-1.0299, 0.3772, 0.0288)  0.45
N (-1.3605, 1.3207, 0.9661)  0.07
H (0.5288, -1.6778, -1.4833)  0.03
H (1.1821, 0.0391, -2.1503)  0.04
H (0.4624, -0.0775, 1.8662)  0.00
H (0.9075, -1.5995, 1.0124)  0.00
H (2.0992, -0.2814, 1.1069)  0.00
H (-0.8103, 1.0536, 1.7706)  0.00
H (-1.3102, 2.2753, 0.5882)  0.03

Its HOMO-LUMO gap (alpha / beta) is 6.01 / 7.64 eV. The LUMO energy (alpha / beta) comes out at 0.765 / -1.468 eV. Its expectation value of S² is 2.008. Its multiplicity is 3. The value obtained for the HOMO energy (alpha / beta) is -5.2 / -9.1 eV.

=====

ORCA calculation (ωB97M-V/def2-TZVPD) on a 2-piece molecular cluster, C2H7NO overall.

Each line ends with the natural charge from an NBO analysis.
Atoms and positions in Å:
C (1.2285, -0.3278, 0.0062)  -0.68
C (0.8052, 1.0777, -0.0146)  -0.23
N (-1.8148, -0.4940, -0.0492)  -0.40
O (-1.4722, 0.7102, -0.3947)  -0.39
H (2.0139, -0.4661, 0.8430)  0.22
H (0.2866, -0.7572, 0.4617)  0.21
H (1.4930, -0.6442, -0.9215)  0.21
H (0.5999, 1.5504, -0.9967)  0.19
H (0.3565, 1.3952, 0.8081)  0.16
H (-1.7597, -0.7887, 1.0140)  0.34
H (-1.7369, -1.2555, -0.7562)  0.35

Its HOMO-LUMO gap (alpha / beta) is 8.01 / 9.56 eV. The LUMO energy (alpha / beta) comes out at 0.518 / 0.836 eV. Its multiplicity is 1. The value obtained for the HOMO energy (alpha / beta) is -7.5 / -8.7 eV.

=====

ORCA calculation (ωB97M-V/def2-TZVPD) on a 2-piece molecular cluster, C2H7NO overall.

Each line ends with the natural charge from an NBO analysis.
Atoms and positions in Å:
C (1.5833, 0.3036, 2.3550)  -0.52
C (1.1330, -0.9641, 2.1398)  0.01
N (1.5605, -2.1373, 1.6057)  -0.81
H (2.7215, 0.5496, 2.2520)  0.18
H (1.0016, 0.9867, 3.0009)  0.21
H (-0.0256, -0.8920, 2.3129)  0.17
H (2.4663, -2.2895, 1.2294)  0.38
H (0.8416, -2.3752, 0.8499)  0.38
H (-3.5253, 2.6637, -5.8542)  0.46
H (-4.3114, 1.8571, -4.9171)  0.46
O (-3.4454, 2.2976, -4.9743)  -0.93

Its HOMO-LUMO gap is 9.50 eV. The LUMO energy comes out at 1.050 eV. Its SMILES is C=CN.O. Its multiplicity is 1. The value obtained for the HOMO energy is -8.5 eV.

=====

ORCA calculation (ωB97M-V/def2-TZVPD) on a 2-piece molecular cluster, C2H7NO overall.

Each line ends with the natural charge from an NBO analysis.
Atoms and positions in Å:
C (0.0980, 0.4414, 2.8833)  -0.85
H (-0.5780, -0.0952, 3.5539)  0.21
H (0.8136, 1.0228, 3.4542)  0.21
H (-0.5286, 1.1110, 2.2986)  0.21
H (0.5324, -0.2958, 2.2296)  0.22
C (-0.4490, -0.0116, -1.1919)  0.53
N (0.7486, 0.1476, -1.8392)  -0.83
O (-0.6371, -0.8689, -0.3591)  -0.60
H (-1.2105, 0.7245, -1.5077)  0.11
H (0.8736, 0.7905, -2.5968)  0.39
H (1.3675, -0.6425, -1.7266)  0.40

Its HOMO-LUMO gap is 11.17 eV. The LUMO energy comes out at 0.944 eV. Its SMILES is NC=O.C. Its multiplicity is 1. The value obtained for the HOMO energy is -10.2 eV.

=====

ORCA calculation (ωB97M-V/def2-TZVPD) on a 2-piece molecular cluster, C2H7NO overall.

Each line ends with the natural charge from an NBO analysis.
Atoms and positions in Å:
C (-0.9738, -0.3915, 1.0960)  -0.47
C (0.9570, -1.0210, -0.1446)  -0.06
N (0.2363, -0.1272, 0.3862)  -0.40
H (-0.9956, 0.4117, 1.8138)  0.21
H (-0.9999, -1.3723, 1.5876)  0.18
H (-1.9786, -0.4594, 0.5570)  0.21
H (1.7724, -0.5095, -0.5731)  0.16
H (0.9808, -2.1145, -0.1533)  0.16
H (-0.4220, 1.7195, -1.0962)  0.50
H (1.1171, 1.7030, -1.9208)  0.49
O (0.3064, 2.1613, -1.5526)  -0.99

Its HOMO-LUMO gap is 10.60 eV. The LUMO energy comes out at 0.914 eV. Its SMILES is C=NC.O. Its multiplicity is 1. The value obtained for the HOMO energy is -9.7 eV.

=====

ORCA calculation (ωB97M-V/def2-TZVPD) on a 2-piece molecular cluster, C2H7NO overall.

Each line ends with the natural charge from an NBO analysis.
Atoms and positions in Å:
C (1.2277, -0.5482, -1.6206)  -0.41
N (0.9420, 0.5144, -0.6757)  -0.87
H (2.1831, -1.0521, -1.4311)  0.17
H (1.3149, -0.1829, -2.6492)  0.18
H (0.4534, -1.3143, -1.6456)  0.19
H (0.3837, 0.2339, 0.1248)  0.38
H (1.7958, 0.9407, -0.3454)  0.35
O (-0.7056, -0.0579, 1.6137)  -0.51
C (-1.7510, 0.1682, 1.0582)  0.28
H (-2.6971, -0.2103, 1.4792)  0.12
H (-1.7889, 0.7674, 0.1339)  0.13

Its HOMO-LUMO gap is 9.31 eV. The LUMO energy comes out at 0.585 eV. Its SMILES is C=O.CN. Its multiplicity is 1. The value obtained for the HOMO energy is -8.7 eV.